A cluster of 25 separate species, C15H70BNO31 in total at a distorted geometry. Source: OMol25; level of theory: ωB97M-V/def2-TZVPD.

Output
F_max	12.1	eV Å⁻¹
electronic energy	-3025.32118	Ha
energy above the lowest of the compared OMol25 structures with the same formula, charge and spin	111.0	kJ/mol
LUMO level	-0.748	eV
gap between HOMO and LUMO	9.05	eV

The geometry in ORCA input format:
```
! RIJCOSX wB97M-V def2-TZVPD def2/J DEFGRID3
* xyz 0 1
C -0.9514 1.4192 4.0761
C -1.1044 -0.1268 3.8421
C -1.3184 -0.4868 2.3901
C -0.2734 -0.2158 1.3201
N -0.5714 -0.7088 -0.0119
C 0.4806 -0.0868 -1.0189
C -0.1204 -0.2008 -2.4539
C -1.5874 0.0822 -2.1429
C -1.7744 -0.0328 -0.6789
C -0.5824 -2.1828 -0.1279
C 0.5696 -2.9828 0.4841
C 0.5016 -4.4768 0.3461
H 0.0376 1.7842 3.8221
H -1.2954 1.7142 4.9771
H -1.7334 1.9242 3.3501
H -1.9574 -0.4798 4.5311
H -0.2574 -0.3788 4.1671
H -2.2424 -0.0808 1.8761
H -1.2514 -1.6038 2.3371
H 0.7306 -0.1078 1.6271
H 0.0456 0.9012 1.3321
H 1.5386 -0.5578 -0.7949
H 0.6966 1.1012 -0.7769
H -0.1074 -1.2198 -2.8349
H 0.4486 0.4062 -3.3639
H -2.4644 -0.3928 -2.8789
H -1.7744 1.1912 -2.4669
H -2.7334 -0.6758 -0.6359
H -1.7834 0.8892 -0.4209
H -0.8104 -2.5478 -1.0489
H -1.4374 -2.5048 0.5091
H 0.7756 -2.6078 1.5191
H 1.3046 -2.7738 -0.3059
H 1.4106 -5.0328 0.6431
H 0.4236 -4.8228 -0.6939
H -0.4314 -4.7808 0.8311
O 2.5336 -1.3608 -3.9559
C 3.0676 -0.3388 -4.1329
O 2.8886 0.3642 -5.0879
B 3.2466 1.7232 -4.8119
O 3.4356 1.6462 -3.3819
C 3.5266 0.5562 -3.0159
O 3.7156 0.2342 -1.8169
O 2.1076 2.6462 -5.2209
C 2.7316 3.5842 -5.8009
O 2.0896 4.6412 -6.0569
C 4.0846 3.3272 -6.0269
O 4.3966 2.2642 -5.5109
O 4.7626 3.9752 -6.8189
O -2.1184 4.3732 4.6911
H -2.3994 5.2332 4.7061
H -2.6624 3.8532 4.0361
O 3.7406 -3.1878 1.8531
H 4.6536 -2.9578 2.2431
H 3.9356 -3.1808 0.8851
O 0.6146 5.0952 4.1201
H 0.8106 4.1662 3.8421
H -0.3304 4.8582 4.3401
O -1.3904 3.0522 -0.1609
H -0.8784 3.6572 0.2441
H -2.1504 3.5642 -0.2699
O -4.3054 1.6582 1.8681
H -5.2404 1.7992 1.8201
H -4.3484 2.5702 1.8921
O 1.5176 -3.6958 -2.8619
H 2.0886 -3.0408 -3.4129
H 2.1196 -4.2738 -2.2879
O 4.1356 1.1992 0.4521
H 4.7776 1.7872 0.5501
H 4.0446 0.8872 -0.4679
O -0.9974 -4.5958 -2.8729
H -0.9064 -5.4538 -3.5119
H -0.3394 -3.9778 -3.0319
O 2.1196 2.7082 5.9431
H 2.9006 2.0442 5.8551
H 2.1126 3.0782 5.0621
O -1.3964 -7.5458 0.3511
H -1.8314 -8.2548 -0.2179
H -1.6224 -7.4738 1.3251
O 3.0096 -5.6758 -1.4439
H 3.7996 -5.8598 -0.9679
H 2.8336 -6.7178 -1.7589
O -3.0944 1.5612 -4.8269
H -2.6594 1.1302 -5.6039
H -3.7484 1.7522 -5.3979
O -4.8674 -1.1118 2.0831
H -4.6384 -0.2068 2.2681
H -5.4234 -1.0458 1.3171
O 0.0596 3.7362 -2.6299
H -0.7394 3.5442 -1.9799
H -0.2474 3.8922 -3.4489
O 1.8946 2.8932 0.3901
H 2.6066 2.4652 0.4711
H 2.0336 3.8282 0.0891
O -5.2134 0.6932 -2.9239
H -5.2394 1.2812 -2.1839
H -4.2774 0.8712 -3.4459
O 2.1716 3.5342 3.1521
H 3.0046 3.7772 3.3051
H 2.1786 3.1652 2.3051
O -3.0574 3.3502 -2.6219
H -2.8714 2.8172 -3.3899
H -3.1784 4.2262 -2.8329
O -4.8754 2.4292 -0.8549
H -4.5184 1.8782 -0.1709
H -4.1694 2.5442 -1.3759
O -2.8994 -5.3338 -1.1309
H -2.4934 -5.8898 -0.4379
H -2.1024 -4.9648 -1.5659
O -0.1164 1.9302 7.5901
H 0.3486 2.3172 6.9311
H -0.9114 2.2902 7.3631
O 2.8876 -5.3018 3.2691
H 2.3436 -4.9838 4.0311
H 3.1656 -4.4178 2.8991
O 3.1316 -0.2508 2.6481
H 3.3276 0.3182 1.9531
H 2.9056 -1.0238 2.2591
*
```


An isolated molecule of C4H6OS at a distorted geometry. Source: OMol25; level of theory: ωB97M-V/def2-TZVPD.

Output
structure (SMILES)	S=COC1CC1
F_max	4.0	eV Å⁻¹
electronic energy	-629.35719	Ha
energy above the lowest of the compared OMol25 structures with the same formula, charge and spin	236.2	kJ/mol
LUMO level	0.622	eV
gap between HOMO and LUMO	9.27	eV

The geometry in ORCA input format:
```
! RIJCOSX wB97M-V def2-TZVPD def2/J DEFGRID3
* xyz 0 1
S 3.6044 0.2311 -0.1948
C 2.1105 -0.2927 0.1548
O 1.0125 0.2451 -0.2528
C -0.2178 -0.0916 0.3313
C -1.2305 -0.5081 -0.5334
C -1.2699 0.8769 0.0105
H 2.0894 -1.1976 0.8206
H -0.1918 -0.2596 1.4107
H -1.0050 -0.5381 -1.5734
H -1.9281 -1.2628 -0.2376
H -0.8997 1.6835 -0.5989
H -2.0740 1.1138 0.6629
*
```


An isolated molecule of C4H5FO3S at a distorted geometry. Source: OMol25; level of theory: ωB97M-V/def2-TZVPD.

Output
structure (SMILES)	CC1=C(F)COS1(=O)=O
F_max	4.4	eV Å⁻¹
electronic energy	-879.11777	Ha
energy above the lowest of the compared OMol25 structures with the same formula, charge and spin	0.0	kJ/mol
LUMO level	0.610	eV
gap between HOMO and LUMO	10.84	eV

The geometry in ORCA input format:
```
! RIJCOSX wB97M-V def2-TZVPD def2/J DEFGRID3
* xyz 0 1
C -0.4327 -1.5374 0.1825
C 0.1834 -0.2068 0.0926
C -0.3482 1.0046 -0.0063
F -1.6039 1.2227 -0.1472
C 0.6482 2.1208 0.0314
O 1.9496 1.7061 0.1044
S 2.0051 -0.0174 -0.0050
O 2.5675 -0.2440 -1.3019
O 2.6517 -0.5782 1.1257
H 0.1106 -2.1264 -0.5899
H -1.4489 -1.4182 0.0169
H -0.0860 -1.9021 1.1039
H 0.5227 2.8023 -0.9537
H 0.4537 2.6138 0.9168
*
```